Below is 17 unconnected molecules or ions with the total composition H33O17 at a distorted geometry, with properties calculated with wB97M-V/def2-TZVPD.

Last column: Mulliken charge in e.
Geometry (Å):
1 O 2.14945 1.60398 -3.75471  -0.633
2 H 1.20098 1.52074 -3.93910  0.385
3 H 2.47748 2.47450 -3.68380  0.262
4 O -2.52117 -1.00532 -0.18028  -0.984
5 H -2.92626 -1.73417 -0.63700  0.264
6 H -2.21560 0.84652 -0.54932  0.204
7 O -4.95683 -0.58344 -0.21798  -0.715
8 H -4.06423 -0.15262 -0.36831  0.431
9 H -4.85299 -1.28631 0.38808  0.294
10 O -1.81630 -2.84701 1.32951  -0.699
11 H -2.39096 -2.62989 2.04368  0.243
12 H -1.96488 -1.95747 0.73806  0.304
13 O -0.95706 1.51604 -4.73194  -0.681
14 H -0.71504 0.92319 -5.44453  0.279
15 O -4.58592 0.11285 3.07898  -0.637
16 H -3.67333 -0.17630 2.81112  0.312
17 H -5.10181 0.20861 2.30331  0.332
18 O 1.83509 -1.62931 2.63761  -0.591
19 H 1.39555 -0.80032 2.67919  0.252
20 H 1.81766 -1.97957 1.75685  0.360
21 O -2.20232 1.76623 -0.28916  -0.586
22 H -2.65483 1.93378 0.51265  0.291
23 H -1.29101 1.00622 -4.00544  0.467
24 O 0.13443 3.79952 -1.41203  -0.616
25 H 0.89589 4.13126 -0.87155  0.305
26 H -0.24852 3.07152 -0.88511  0.297
27 O 1.59963 -4.86840 2.06555  -0.643
28 H 2.31762 -4.88568 2.75010  0.317
29 H 0.85984 -4.50675 2.52328  0.306
30 O -1.51192 -0.21344 -2.86900  -0.659
31 H -0.87293 -0.86169 -3.09976  0.267
32 H -2.26499 -0.47624 -2.32992  0.298
33 O 4.06043 -1.15348 -0.33853  -0.616
34 H 4.11271 -1.21975 -1.27535  0.295
35 H 3.18176 -0.99629 -0.10482  0.302
36 O 4.99349 2.03663 1.22764  -0.680
37 H 4.58474 2.14841 0.31147  0.332
38 H 4.82340 1.07500 1.15802  0.339
39 O -0.95184 1.80460 3.81993  -0.621
40 H -0.97514 0.89942 3.53810  0.286
41 H -0.75490 2.10985 2.89043  0.324
42 O 1.40740 -2.93705 -3.18885  -0.635
43 H 1.11479 -3.29133 -2.36512  0.331
44 H 1.70297 -2.01529 -3.11359  0.294
45 O 1.03443 -0.34664 0.24029  -0.365
46 H 0.40558 -0.51512 -0.45803  0.192
47 H 0.38236 0.23738 0.65507  0.183
48 O 2.43379 3.08811 2.56848  -0.616
49 H 3.17426 2.44032 2.67061  0.328
50 H 2.28575 3.45889 3.45370  0.297

Forces on the atoms, in the same order (eV/Å):
O -0.01 -2.52 -0.13
H 0.15 1.01 0.07
H -0.35 1.52 0.03
O 1.28 1.05 -0.36
H -0.30 -0.41 -0.38
H -0.31 -1.18 0.54
O -1.07 2.39 -1.37
H -0.89 -1.47 0.74
H 0.76 -0.96 0.85
O 0.63 0.90 -1.02
H -0.65 -0.12 1.06
H 0.22 -1.20 0.43
O 0.97 1.41 -1.24
H -0.18 -0.22 0.05
O 2.08 -0.53 1.31
H -1.58 0.47 0.04
H -0.50 0.04 -1.54
O 1.06 -1.10 1.47
H -0.55 0.81 -0.49
H -0.45 0.13 -0.69
O 1.40 1.46 -1.35
H -0.82 -0.35 1.06
H -0.52 -0.91 0.84
O 0.96 0.15 1.02
H -1.08 -0.55 -0.67
H 0.00 0.37 -0.35
O 2.03 -0.61 0.49
H -1.02 0.11 -1.02
H -1.05 0.62 0.42
O -0.52 1.81 -0.24
H 0.18 -1.41 0.26
H 0.46 -0.85 0.47
O 2.50 -0.26 0.71
H -0.12 -0.02 -1.07
H -2.46 0.50 0.45
O -1.42 -1.15 -2.49
H 0.77 0.95 1.54
H 0.58 -0.03 0.97
O 0.49 0.76 -2.22
H -0.28 -1.46 0.74
H -0.16 0.70 1.46
O 0.38 0.60 -1.52
H -0.17 0.10 1.09
H -0.23 -0.59 0.47
O -0.76 0.66 0.02
H -0.03 -1.01 -1.26
H 0.62 0.36 0.93
O 0.59 -0.56 0.53
H -0.71 0.90 -0.26
H 0.08 -0.28 -0.41

As for the LUMO energy: 0.0797 Eh. For the max |F|, the calculation gives 0.0600 Eh/bohr. For the HOMO energy, the calculation gives -6.5 eV. As for the total charge: -1. As for the orbital gap: 8.70 eV.

Below is a molecular structure, CH3AlLaNS at a distorted geometry, with properties calculated with wB97M-V/def2-TZVPD.

Last column: Mulliken charge in e.
Geometry (Å):
1 Al 0.70069 0.51724 0.29654  0.408
2 N -0.68101 -0.69402 -0.16397  -0.413
3 C -1.85563 -0.35656 0.06122  0.419
4 S -3.26881 0.20394 0.23924  -0.104
5 H 1.88015 -0.22121 -0.62709  -0.103
6 H 0.55974 2.01057 -0.16606  -0.107
7 H 1.20783 0.39776 1.78796  -0.088
8 La 1.45704 -1.85774 -1.42784  1.987

Forces on the atoms, in the same order (eV/Å):
Al -0.88 2.64 2.20
N 2.02 -1.24 -1.15
C -0.09 0.26 -0.66
S 0.27 -0.36 0.19
H 0.74 1.47 0.48
H 0.01 -0.25 -0.58
H 0.28 -0.70 -0.21
La -2.33 -1.82 -0.28

As for the LUMO energy: -0.4008 Eh. For the max |F|, the calculation gives 0.0691 Eh/bohr. For the HOMO energy, the calculation gives -16.8 eV. As for the total charge: +2. As for the orbital gap: 5.85 eV.

Below is a molecular structure, C34H40N4O3P2Pd at a distorted geometry, with properties calculated with wB97M-V/def2-TZVPD.

Last column: Mulliken charge in e.
Geometry (Å):
1 Pd -0.20169 1.65803 -2.90107  0.049
2 C -1.37007 1.86676 -4.51064  -0.340
3 C -1.36671 0.48151 -4.23860  -0.080
4 C -0.48218 -0.53059 -4.91237  -0.998
5 C 0.98045 -0.00949 -5.03028  -1.284
6 C 1.44413 0.86332 -3.89315  -0.433
7 C 1.49181 2.27838 -3.87654  -0.502
8 C 0.88091 3.12913 -4.94368  -0.814
9 C -0.47760 2.58840 -5.48102  -1.101
10 C 1.33420 0.62044 1.23880  -1.602
11 H -2.27129 2.38522 -4.16003  0.575
12 H -2.28229 0.07756 -3.79360  0.395
13 H -0.83553 -0.82578 -5.92596  0.429
14 H -0.50072 -1.46044 -4.30228  0.331
15 H 1.61498 -0.90901 -4.98227  0.429
16 H 1.12005 0.51050 -5.98833  0.381
17 H 2.12582 0.36852 -3.20281  1.011
18 H 2.23061 2.74701 -3.20331  0.369
19 H 1.55803 3.30387 -5.78998  0.336
20 H 0.68595 4.10565 -4.48284  0.362
21 H -1.06805 3.48331 -5.72409  0.360
22 H -0.28193 1.97839 -6.36812  0.336
23 H 0.67010 1.35755 0.75599  -0.071
24 H 2.15098 1.12625 1.79470  0.755
25 H 0.72374 0.01218 1.91713  0.411
26 P 2.02858 -0.41918 -0.01948  1.570
27 P -1.25560 -1.02388 0.56512  0.091
28 N 3.13525 0.67148 -0.78000  0.575
29 N 2.98316 -1.57675 0.78218  0.588
30 N -2.26059 0.28303 -0.34787  0.663
31 N -2.53727 -2.11148 0.88289  0.562
32 C 1.01341 -1.22404 -1.27200  1.939
33 C -0.41690 -1.75259 -0.93886  -1.379
34 C 3.22108 2.05270 -0.53813  -0.602
35 C 4.40480 2.52972 -1.08454  -0.707
36 C 5.02741 1.43081 -1.76700  -0.735
37 C 4.21958 0.31676 -1.59275  -0.472
38 C 3.57378 -1.37206 2.04317  -0.496
39 C 4.26027 -2.52095 2.39926  -0.670
40 C 4.08879 -3.46864 1.34944  -0.670
41 C 3.30472 -2.87823 0.37133  -0.426
42 C -1.91628 1.62571 -0.12293  -0.704
43 C -2.72393 2.44576 -0.91974  -0.795
44 C -3.54039 1.57989 -1.71639  -1.067
45 C -3.17748 0.26118 -1.38895  -0.340
46 C -3.83891 -2.33229 0.40174  -0.204
47 C -4.52983 -3.11059 1.31661  -0.571
48 C -3.63425 -3.41384 2.39877  -0.833
49 C -2.42065 -2.81318 2.11321  -0.523
50 H 1.63939 -2.03038 -1.69080  0.879
51 H 0.85818 -0.50944 -2.10667  -2.306
52 H -1.06698 -1.53992 -1.81252  0.397
53 H -0.39667 -2.84789 -0.79579  0.446
54 H 2.44620 2.53570 0.03048  0.383
55 H 4.77001 3.54412 -1.00051  0.474
56 H 5.95477 1.45752 -2.31787  0.470
57 H 4.28846 -0.68813 -1.96900  0.513
58 H 3.43378 -0.43031 2.55592  0.404
59 H 4.85790 -2.66332 3.28394  0.464
60 H 4.52631 -4.45103 1.31055  0.456
61 H 2.94709 -3.26194 -0.57561  0.410
62 H -1.20016 1.87292 0.62532  0.668
63 H -2.66749 3.52778 -0.95881  0.433
64 H -4.31588 1.85897 -2.41810  0.506
65 H -3.59056 -0.68049 -1.74084  0.578
66 H -4.16835 -1.93353 -0.54241  0.261
67 H -5.56617 -3.40599 1.24082  0.437
68 H -3.86743 -3.98212 3.28481  0.443
69 H -1.49257 -2.78054 2.66012  0.531
70 O -2.50369 1.90376 4.98919  -0.728
71 C -2.07554 1.05368 5.91490  0.261
72 C -2.29780 1.29987 7.28983  -0.646
73 C -1.91628 0.35069 8.22987  -0.297
74 C -1.29582 -0.84783 7.82376  -0.680
75 C -1.03256 -1.07331 6.47003  -0.307
76 C -1.40648 -0.13637 5.51009  0.257
77 C -1.09109 -0.33779 4.03868  0.834
78 O -0.29543 -1.25779 3.72380  -0.774
79 O -1.68746 0.45180 3.20042  -0.822
80 H -2.24872 1.43124 4.07677  0.438
81 H -2.77951 2.23039 7.58225  0.413
82 H -2.09389 0.53492 9.29588  0.345
83 H -1.01060 -1.60653 8.55136  0.370
84 H -0.53741 -1.97475 6.10943  0.393

Forces on the atoms, in the same order (eV/Å):
Pd -0.60 -0.41 3.90
C -1.15 0.52 -0.60
C -0.47 -0.58 -0.13
C 0.59 -0.14 -0.10
C -0.17 -0.84 -0.26
C 0.79 -0.64 0.43
C 0.66 0.45 -0.03
C -0.38 0.43 -0.23
C -0.05 0.87 -0.55
C -0.23 0.27 0.30
H 0.25 -0.03 -0.42
H 0.32 0.19 -0.10
H -0.05 0.18 0.43
H 0.09 0.49 -0.34
H 0.03 0.34 -0.56
H 0.14 -0.37 0.21
H 0.18 0.22 -0.32
H -0.36 -0.20 -0.41
H 0.07 0.00 -0.08
H 0.11 -0.12 -0.23
H 0.33 -0.27 -0.67
H -0.33 0.26 -0.09
H 0.36 -0.25 0.24
H -0.49 -0.28 -0.44
H 0.04 0.03 0.18
P 1.59 0.49 0.23
P -1.78 1.31 -1.44
N -0.24 -0.18 -0.46
N -0.39 -0.04 0.12
N 1.45 0.18 0.23
N -0.15 -1.03 0.97
C -0.52 -0.31 -0.20
C -0.42 -0.60 -0.34
C 1.10 -0.03 -0.05
C -1.19 -0.88 0.23
C -0.97 -0.75 0.33
C 0.40 0.95 0.30
C 0.45 -0.73 0.07
C -0.64 1.14 -0.66
C -0.69 0.86 -0.94
C 0.50 -0.44 0.53
C -1.24 -0.43 -1.06
C 0.81 -0.94 -0.03
C 0.81 -1.19 0.64
C -0.55 0.89 0.61
C -0.11 -0.46 0.75
C 1.04 0.61 -0.39
C 0.81 0.62 -0.78
C -1.34 -0.15 -0.44
H -0.15 0.22 0.18
H 0.30 0.22 0.50
H 0.50 -0.21 0.25
H 0.02 0.43 0.06
H 0.19 0.18 -0.01
H -0.12 -0.14 -0.10
H -0.10 -0.04 -0.01
H 0.24 -0.10 0.03
H 0.11 -0.28 0.01
H -0.16 0.09 0.09
H -0.12 -0.07 -0.08
H 0.11 0.01 0.24
H 0.02 0.17 0.50
H -0.15 -0.24 0.10
H 0.20 -0.03 0.04
H 0.20 0.50 -0.05
H -0.01 -0.05 0.30
H 0.12 0.01 -0.10
H 0.09 -0.01 -0.05
H -0.04 0.19 0.14
O 0.07 0.15 -0.35
C 0.11 -0.65 0.20
C 0.13 -0.21 -0.32
C 0.24 -0.31 -0.22
C 0.00 0.04 -0.16
C -0.12 0.26 0.20
C -0.17 0.58 -0.07
C -0.06 -0.40 -0.06
O -0.31 0.80 -0.19
O 0.83 -0.63 0.36
H -0.28 0.36 0.61
H 0.06 -0.18 -0.07
H 0.04 -0.07 -0.44
H -0.09 0.24 -0.07
H -0.08 0.18 0.22

As for the LUMO energy (spin up / spin down): -0.0063 / -0.0427 Eh. For the max |F|, the calculation gives 0.0771 Eh/bohr. For the HOMO energy (spin up / spin down), the calculation gives -5.1 / -6.9 eV. As for the orbital gap (spin up / spin down): 4.94 / 5.78 eV. The spin multiplicity is 3. As for the expectation value of S²: 2.006.

Below is 4 unconnected molecules or ions with the total composition C9H24FO9S3 at a distorted geometry, with properties calculated with wB97M-V/def2-TZVPD.

Last column: Mulliken charge in e.
Geometry (Å):
1 F 25.58248 9.89056 9.47186  -0.873
2 O 20.34071 10.54796 8.20277  -0.667
3 S 21.75299 10.38699 8.31591  1.187
4 O 22.37457 9.17561 8.71852  -0.571
5 O 22.33225 10.75087 6.88091  -0.373
6 C 23.77936 10.76937 6.74456  0.349
7 C 24.10384 11.40205 5.41323  -1.352
8 C 22.44079 11.69334 9.31047  -0.699
9 H 24.11116 9.74069 6.88218  0.372
10 H 24.24060 11.34172 7.54867  -0.121
11 H 23.49527 10.93612 4.63579  0.341
12 H 25.16754 11.32050 5.20245  0.353
13 H 23.79380 12.44849 5.44070  0.327
14 H 21.97196 11.53132 10.27981  0.414
15 H 22.34475 12.66364 8.84172  0.350
16 H 23.47290 11.34078 9.44203  0.049
17 O 26.99572 7.11204 8.50474  -0.574
18 S 28.09432 7.64477 7.77868  1.203
19 O 29.44645 7.45301 8.20913  -0.687
20 O 27.98750 7.07028 6.27434  -0.304
21 C 28.09764 5.64114 6.14128  -0.408
22 C 29.48910 5.22805 5.73178  -1.001
23 C 27.81612 9.32098 7.39108  -0.692
24 H 27.34587 5.39068 5.39421  0.328
25 H 27.81677 5.13211 7.06500  0.328
26 H 29.51852 4.13307 5.73344  0.353
27 H 30.25698 5.52546 6.44534  0.268
28 H 29.78846 5.59341 4.74992  0.285
29 H 26.89475 9.38009 6.81972  0.193
30 H 28.61607 9.67485 6.74350  0.386
31 H 27.72400 9.80596 8.36401  0.262
32 O 26.37688 14.71375 12.66326  -0.677
33 S 26.14809 13.91087 11.50861  1.174
34 O 25.19542 14.29174 10.51530  -0.609
35 O 27.55805 13.73946 10.80710  -0.307
36 C 27.50568 13.37101 9.40426  0.429
37 C 28.88142 12.89621 9.02410  -1.369
38 C 25.78540 12.26992 11.99654  -0.663
39 H 27.26785 14.27691 8.84360  0.216
40 H 26.72142 12.63681 9.21375  -0.034
41 H 28.94397 12.52374 7.99878  0.351
42 H 29.18478 12.09014 9.69116  0.324
43 H 29.60743 13.71137 9.01657  0.367
44 H 25.81219 11.58481 11.13192  0.161
45 H 24.75581 12.32619 12.34839  0.304
46 H 26.48081 11.92794 12.75626  0.308

Forces on the atoms, in the same order (eV/Å):
F 0.19 0.88 -0.05
O -0.41 -0.22 -0.07
S 1.04 1.01 -0.30
O -0.50 -0.65 0.32
O -0.20 0.56 -0.24
C 0.18 -0.37 0.32
C -0.77 -0.07 0.10
C 0.40 -1.55 0.21
H 0.22 0.05 -0.20
H -0.08 -0.08 0.10
H 0.30 -0.14 -0.14
H 0.00 0.01 -0.09
H 0.24 0.07 -0.03
H -0.22 0.58 0.00
H -0.19 0.09 0.20
H 0.15 0.40 -0.01
O 0.18 -0.36 0.42
S -0.44 0.02 -0.91
O 0.25 -0.12 0.41
O 0.11 0.03 0.04
C 0.00 0.18 -0.02
C 0.35 -0.56 0.04
C 0.00 0.01 -0.28
H 0.11 -0.16 -0.08
H -0.08 0.22 0.10
H 0.00 0.02 -0.26
H -0.23 0.27 0.13
H -0.17 0.03 -0.04
H -0.27 0.02 0.40
H 0.26 0.01 0.32
H -0.30 0.26 -0.12
O 0.05 0.34 0.18
S 0.26 -0.85 0.04
O -0.35 0.44 -0.17
O 0.00 0.08 -0.10
C 0.15 0.45 -0.61
C 0.37 -0.21 -0.26
C -0.30 -0.35 -0.40
H -0.18 -0.05 0.04
H 0.13 -0.22 0.20
H -0.49 -0.17 0.04
H 0.21 0.07 -0.02
H -0.01 0.01 0.52
H -0.02 0.05 -0.06
H 0.07 -0.18 0.23
H -0.05 0.15 0.13

As for the LUMO energy: 0.1004 Eh. For the max |F|, the calculation gives 0.0314 Eh/bohr. For the HOMO energy, the calculation gives -5.2 eV. As for the total charge: -1. As for the orbital gap: 7.94 eV.

Below is a molecular structure, C2H2FNO2 at a distorted geometry, with properties calculated with wB97M-V/def2-TZVPD.

Last column: Mulliken charge in e.
Geometry (Å):
1 C -0.82287 0.23464 0.63463  0.180
2 C 0.77997 1.05635 -0.25941  0.120
3 N 1.57013 0.69421 0.75619  -0.105
4 O -1.58844 1.03056 0.97511  -0.279
5 O 1.75558 -0.49796 0.93952  -0.393
6 F 0.43195 2.32030 -0.40266  -0.225
7 H -0.47138 -0.84682 0.86708  0.307
8 H 0.80403 0.61584 -1.24602  0.394

Forces on the atoms, in the same order (eV/Å):
C 2.88 0.76 -0.45
C -3.13 -2.02 -1.12
N 0.81 1.27 1.74
O -0.60 -0.79 0.01
O 0.03 -0.88 -0.55
F 0.36 1.24 0.61
H -0.68 1.14 -0.20
H 0.32 -0.72 -0.04

As for the LUMO energy (spin up / spin down): -0.0250 / -0.0250 Eh. For the max |F|, the calculation gives 0.0756 Eh/bohr. For the HOMO energy (spin up / spin down), the calculation gives -9.2 / -9.2 eV. As for the orbital gap (spin up / spin down): 8.48 / 8.47 eV.